[1]
Entry from OMol25: C12H7N2O5Y as an isolated structure at a distorted geometry (ωB97M-V/def2-TZVPD).

Geometry as ORCA input:
```
! wB97M-V def2-TZVPD RIJCOSX def2/J DEFGRID3
* xyz 2 1
O -4.391 1.574 -1.512
C -3.250 1.501 -1.329
Y -0.948 1.086 -0.922
O -1.820 1.921 -4.266
C -1.459 1.666 -3.195
C 0.932 2.495 -1.257
O 1.806 3.245 -1.375
C -1.391 3.185 1.130
O -0.339 2.742 1.693
C -1.342 3.484 -0.347
O -1.701 4.483 -0.922
H -2.353 3.479 1.627
N 2.205 -0.680 1.660
C 1.549 0.397 1.198
N 0.522 -0.004 0.444
C 0.482 -1.409 0.461
C -0.347 -2.286 -0.266
C 0.010 -3.645 -0.236
C 1.123 -4.093 0.519
C 1.934 -3.195 1.251
C 1.560 -1.852 1.223
H 3.040 -0.647 2.230
H 1.784 1.427 1.426
H -1.194 -1.847 -0.818
H -0.609 -4.361 -0.790
H 1.383 -5.156 0.540
H 2.812 -3.511 1.833
*
```

- HOMO (spin up / spin down) (eV) = -15.24 / -15.24
- energy relative to the best compared isomer or geometry (same formula, charge and spin) (kcal per mole) = 15.6



[2]
Entry from OMol25: a 2-piece molecular cluster, C3H11NO2S overall at a distorted geometry (ωB97M-V/def2-TZVPD).

Geometry as ORCA input:
```
! wB97M-V def2-TZVPD RIJCOSX def2/J DEFGRID3
* xyz 0 1
O -1.062 0.170 -3.049
C -1.197 0.457 -1.512
N -0.667 -0.640 -0.538
C 0.825 -0.305 -0.138
C 1.058 1.075 0.618
S 2.713 1.865 0.071
H -0.444 -0.593 -3.013
H -0.568 1.376 -1.390
H -2.352 0.704 -1.497
H -1.140 -0.824 0.380
H 1.272 -1.073 0.591
H 1.379 -0.365 -1.112
H 0.524 1.860 0.019
H 0.714 0.848 1.684
H 3.466 0.808 0.622
O -1.508 -1.512 2.532
H -2.100 -2.266 2.460
H -0.913 -1.587 3.271
*
```

- structure (SMILES) = OCNCCS.O
- HOMO (eV) = -9.04
- energy relative to the best compared isomer or geometry (same formula, charge and spin) (kcal per mole) = 54.2



[3]
Entry from OMol25: C6H20FHfN10O8 as an isolated structure at a distorted geometry (ωB97M-V/def2-TZVPD).

Geometry as ORCA input:
```
! wB97M-V def2-TZVPD RIJCOSX def2/J DEFGRID3
* xyz 1 1
Hf 0.866 -0.110 0.177
F -2.466 0.751 -1.104
C 4.307 -1.218 1.728
O 3.508 -2.141 1.406
O 4.356 -0.587 0.591
O 3.602 -0.504 2.448
C -1.175 -0.768 5.613
O -1.027 -0.470 4.476
N -2.203 -0.386 6.301
N -0.207 -1.142 6.409
H -1.806 -0.099 7.184
H -2.901 0.082 5.740
H 0.747 -1.301 6.117
H -0.412 -1.105 7.398
C 1.877 -3.016 -4.907
O 1.565 -2.516 -3.838
N 2.964 -3.577 -5.324
N 1.114 -3.053 -5.910
H 3.021 -3.548 -6.332
H 3.762 -3.859 -4.772
H 1.280 -3.651 -6.707
H 0.198 -2.666 -5.732
C 1.274 3.832 -4.261
O 1.550 2.994 -3.379
N 0.022 4.286 -4.517
N 2.089 4.217 -5.206
H -0.750 3.928 -3.974
H -0.094 5.148 -5.031
H 3.066 4.022 -5.040
H 1.857 5.071 -5.692
C 0.075 4.747 3.049
O 0.310 3.863 2.283
N 0.566 4.617 4.290
N -0.769 5.796 2.927
H 0.992 3.745 4.570
H -0.032 4.973 5.022
H -1.196 5.823 2.012
H -0.600 6.554 3.572
C -3.192 -4.598 -0.111
O -2.196 -3.946 0.226
N -3.262 -5.811 -0.472
N -4.358 -4.079 -0.134
H -4.198 -6.170 -0.595
H -2.433 -6.385 -0.414
H -5.202 -4.532 -0.454
H -4.488 -3.211 0.366
*
```

- HOMO (eV) = -11.34
- energy relative to the best compared isomer or geometry (same formula, charge and spin) (kcal per mole) = 551.6



[4]
Entry from OMol25: a 2-piece molecular cluster, C2H9NO2 overall at a distorted geometry (ωB97M-V/def2-TZVPD).

Geometry as ORCA input:
```
! wB97M-V def2-TZVPD RIJCOSX def2/J DEFGRID3
* xyz 0 1
N 1.371 0.413 -1.640
C 0.925 0.865 -0.342
O -0.333 1.552 -0.287
H 1.588 1.159 -2.317
H 0.759 -0.263 -2.046
H 1.647 1.505 0.101
H 0.787 -0.027 0.326
H -0.413 2.093 -1.101
C -0.675 -1.569 1.749
O -1.171 -1.251 0.449
H -0.548 -0.640 2.361
H 0.258 -2.044 1.638
H -1.316 -2.275 2.223
H -1.830 -0.585 0.554
*
```

- structure (SMILES) = NCO.CO
- HOMO (eV) = -9.67
- energy relative to the best compared isomer or geometry (same formula, charge and spin) (kcal per mole) = 13.1